Record 1
C4H8O2 | wB97M-V/def2-TZVPD

```
14
Properties=species:S:1:pos:R:3:forces:R:3
C 1.525 -0.509 0.845 -0.001 -0.014 -0.003
C 0.441 0.421 0.332 -0.114 -0.328 0.137
O 1.088 1.506 -0.305 -0.137 0.172 -0.129
C -0.489 -0.253 -0.664 0.299 -0.008 0.065
C -1.930 -0.352 -0.438 -0.222 -0.122 0.121
O -1.392 0.666 -1.276 -0.104 0.058 -0.088
H 2.155 -0.845 0.014 -0.130 0.041 0.131
H 2.158 0.030 1.556 -0.089 -0.120 -0.089
H 1.093 -1.383 1.344 0.061 0.132 -0.062
H -0.165 0.783 1.182 0.085 -0.013 -0.190
H 0.397 2.002 -0.766 0.156 -0.006 0.054
H -0.022 -0.950 -1.364 -0.044 0.148 0.106
H -2.354 -0.002 0.505 0.113 -0.076 -0.197
H -2.507 -1.114 -0.965 0.127 0.136 0.144
```
Positions in Å, forces in eV/Å.

Summary:
HOMO = -0.37480 Ha
Spin multiplicity = 1
Electronic energy = -8371.356 eV
Orbital gap = 11.258 eV
SMILES string = C[C@@H](O)[C@H]1CO1
Relative energy (zero: lowest compared OMol25 entry of this formula, charge and spin) = 185.8 kJ/mol
Charge = 0

***

Record 2
C4H8O2 | wB97M-V/def2-TZVPD

```
14
Properties=species:S:1:pos:R:3:forces:R:3
C 1.277 -0.302 -0.183 -0.887 -1.023 -0.202
C -0.371 -0.475 0.194 1.815 0.370 -0.065
C -0.789 0.923 0.625 0.115 0.324 -0.018
O 0.411 1.628 0.898 -0.622 1.377 0.920
C -0.902 -0.963 -1.137 0.406 -0.082 -0.153
O -0.784 -2.098 -1.530 -0.283 0.430 0.280
H 1.554 -1.335 -0.190 0.552 -0.668 -0.638
H 2.085 0.247 0.357 -1.409 -0.455 0.344
H 1.336 0.151 -1.181 -0.166 -0.404 0.070
H -0.597 -1.258 0.945 0.601 0.398 -0.286
H -1.289 1.467 -0.187 0.105 -0.119 0.154
H -1.427 0.977 1.517 -0.144 -0.342 -0.291
H 0.791 1.203 1.679 0.003 0.305 -0.172
H -1.296 -0.165 -1.806 -0.085 -0.111 0.056
```
Positions in Å, forces in eV/Å.

Summary:
HOMO = -0.36167 Ha
Spin multiplicity = 1
Electronic energy = -8370.834 eV
Orbital gap = 10.542 eV
SMILES string = C[C@H](C=O)CO
Relative energy (zero: lowest compared OMol25 entry of this formula, charge and spin) = 236.2 kJ/mol
Charge = 0

***

Record 3
C4H8O2 | wB97M-V/def2-TZVPD

```
14
Properties=species:S:1:pos:R:3:forces:R:3
C -0.420 1.627 -0.523 -0.423 0.136 0.225
C -0.593 0.698 0.416 -0.041 0.148 -0.282
O -0.187 0.943 1.697 -0.065 -0.027 0.078
C 1.250 -0.922 -0.509 0.352 -0.197 -0.055
O -0.071 -1.298 -0.852 -0.011 0.119 -0.097
C -0.968 -0.739 0.085 -0.264 0.161 0.109
H 1.247 0.171 -0.418 0.775 -0.543 0.225
H 0.065 2.568 -0.282 -0.212 -0.067 0.013
H -0.694 1.434 -1.556 -0.013 -0.046 0.240
H -0.146 0.115 2.192 -0.080 0.129 -0.092
H 1.553 -1.442 0.416 0.060 0.318 -0.112
H 1.942 -1.190 -1.305 -0.203 -0.255 -0.115
H -0.974 -1.351 1.010 0.010 0.188 -0.147
H -1.969 -0.783 -0.351 0.115 -0.063 0.011
```
Positions in Å, forces in eV/Å.

Summary:
HOMO = -0.32964 Ha
Spin multiplicity = 1
Electronic energy = -8370.919 eV
Orbital gap = 9.776 eV
SMILES string = C=C(O)COC
Relative energy (zero: lowest compared OMol25 entry of this formula, charge and spin) = 228.0 kJ/mol
Charge = 0